{"formula": "C33H37FNbO13S", "method": "ωB97M-V with the def2-TZVPD basis set", "lumo_energy_ev": -0.06, "gap_ha": 0.193, "total_charge": -1, "energy_ha": -2812.446357, "elements": ["O", "C", "O", "C", "C", "Nb", "C", "C", "F", "C", "C", "C", "C", "S", "O", "O", "O", "H", "H", "H", "H", "H", "H", "H", "H", "H", "H", "H", "H", "H", "H", "H", "H", "H", "H", "H", "H", "H", "C", "C", "C", "O", "C", "C", "C", "O", "H", "H", "H", "H", "C", "C", "C", "O", "C", "C", "C", "O", "H", "H", "H", "H", "C", "C", "C", "O", "C", "C", "C", "O", "H", "H", "H", "H", "C", "C", "C", "O", "C", "C", "C", "O", "H", "H", "H", "H"], "positions_angstrom": [[-0.703, 2.422, 1.647], [-1.419, 1.516, 1.682], [-1.725, 0.873, 2.840], [-0.666, -0.041, 3.241], [-0.451, -1.187, 2.185], [1.497, -1.023, 0.957], [1.537, -3.276, 0.631], [2.729, -3.729, -0.249], [2.268, -4.265, -1.482], [0.240, -0.569, -0.878], [0.984, -0.699, -2.255], [0.499, 0.345, -3.277], [0.884, 1.793, -2.950], [2.643, 2.133, -2.840], [3.284, 1.974, -4.100], [2.742, 3.499, -2.417], [3.346, 1.247, -1.718], [-1.906, 1.106, 0.782], [-0.954, -0.474, 4.199], [0.264, 0.522, 3.327], [-1.335, -1.294, 1.546], [-0.311, -2.104, 2.778], [2.530, -1.255, 2.476], [3.006, -0.701, -0.023], [1.504, 0.743, 1.385], [0.575, -3.606, 0.213], [1.645, -3.802, 1.590], [3.371, -2.885, -0.500], [3.290, -4.539, 0.223], [-0.569, -1.315, -0.878], [-0.241, 0.421, -0.870], [0.679, -1.674, -2.662], [2.071, -0.747, -2.159], [0.791, 0.030, -4.287], [-0.599, 0.292, -3.265], [0.406, 2.196, -2.054], [0.539, 2.416, -3.780], [3.027, 1.610, -0.866], [-4.540, 6.003, 0.687], [-4.730, 6.856, 1.689], [-3.931, 6.766, 2.935], [-4.109, 7.549, 3.853], [-2.915, 5.693, 3.022], [-2.721, 4.837, 2.020], [-3.520, 4.926, 0.773], [-3.351, 4.152, -0.145], [-5.113, 6.051, -0.231], [-5.467, 7.648, 1.645], [-2.345, 5.643, 3.937], [-1.983, 4.046, 2.068], [-2.149, -7.251, -2.686], [-1.792, -8.488, -3.022], [-0.367, -8.854, -3.211], [-0.045, -9.984, -3.520], [0.644, -7.790, -3.010], [0.290, -6.551, -2.673], [-1.136, -6.184, -2.484], [-1.465, -5.060, -2.177], [-3.183, -6.965, -2.545], [-2.517, -9.279, -3.173], [1.678, -8.077, -3.152], [1.015, -5.760, -2.521], [-2.318, 6.539, 6.491], [-2.509, 7.394, 7.491], [-1.713, 7.308, 8.739], [-1.888, 8.086, 9.655], [-0.694, 6.233, 8.828], [-0.501, 5.377, 7.827], [-1.298, 5.464, 6.579], [-1.123, 4.685, 5.664], [-2.888, 6.590, 5.575], [-3.248, 8.185, 7.443], [-0.122, 6.187, 9.746], [0.237, 4.587, 7.873], [3.136, -4.263, -6.912], [2.204, -3.319, -6.820], [2.037, -2.521, -5.580], [1.183, -1.662, -5.499], [2.949, -2.816, -4.449], [3.881, -3.761, -4.542], [4.048, -4.558, -5.779], [4.899, -5.421, -5.868], [3.273, -4.857, -7.807], [1.529, -3.089, -7.635], [2.813, -2.225, -3.553], [4.554, -3.991, -3.726]], "forces_ev_per_a": [[2.34, 3.30, -0.33], [-1.85, -2.85, 0.17], [-0.16, -0.60, 0.03], [0.16, -0.79, -0.78], [0.45, 1.32, 0.56], [-1.83, -2.31, -0.85], [0.85, -0.33, 0.52], [-0.84, 0.13, 0.26], [0.08, 0.08, -0.09], [0.82, 0.64, -0.53], [-0.99, -0.56, 0.08], [0.11, -0.39, 0.35], [-0.12, -0.89, -0.30], [0.26, 2.73, -0.36], [0.22, -2.07, -0.64], [-0.55, 0.44, 1.22], [-0.77, 0.18, -0.65], [-0.23, -0.07, 0.15], [-0.18, 0.38, 0.03], [-0.21, 0.13, 0.33], [0.02, -0.15, 0.21], [0.01, -0.09, -0.37], [0.21, 0.47, 0.12], [0.17, 0.58, 0.04], [0.36, 0.16, 0.36], [0.18, 0.12, -0.15], [-0.21, 0.06, -0.11], [0.21, -0.28, -0.18], [0.14, 0.19, -0.02], [0.07, 0.12, 0.25], [-0.03, -0.17, 0.26], [0.20, 0.09, -0.04], [-0.10, 0.31, -0.03], [0.17, 0.54, 0.35], [0.10, 0.14, -0.01], [0.29, -0.23, 0.14], [0.45, 0.22, 0.09], [0.20, -0.44, 0.07], [-0.06, 0.07, 0.00], [-0.06, 0.04, -0.06], [0.07, 0.01, 0.08], [-0.02, -0.10, -0.12], [-0.14, 0.09, -0.16], [0.01, 0.02, 0.09], [0.09, -0.08, 0.00], [-0.09, 0.04, 0.01], [0.03, -0.03, -0.02], [0.01, 0.01, 0.04], [0.11, -0.16, -0.08], [0.00, 0.10, -0.02], [-0.06, -0.09, -0.01], [-0.08, 0.05, 0.01], [0.11, -0.07, -0.01], [-0.05, 0.02, 0.01], [-0.04, 0.07, 0.02], [0.12, 0.01, -0.06], [0.04, 0.09, 0.04], [-0.04, -0.05, -0.03], [0.02, 0.04, 0.01], [0.04, -0.03, -0.01], [-0.01, -0.03, -0.01], [-0.05, 0.03, 0.07], [0.02, -0.02, 0.08], [0.01, -0.03, -0.02], [-0.03, 0.07, 0.04], [0.02, -0.04, -0.01], [0.03, -0.06, -0.04], [0.05, -0.01, 0.10], [0.02, -0.08, -0.07], [-0.02, 0.14, 0.14], [-0.09, 0.14, 0.06], [0.01, 0.00, 0.02], [-0.02, 0.04, 0.01], [-0.01, -0.01, -0.05], [-0.06, 0.02, -0.07], [0.02, -0.06, -0.07], [-0.06, 0.10, 0.06], [0.12, -0.34, -0.26], [0.07, -0.01, 0.05], [-0.04, 0.04, -0.02], [0.09, -0.04, 0.09], [-0.05, 0.01, -0.04], [0.04, -0.02, 0.02], [-0.02, 0.04, 0.03], [-0.04, 0.00, 0.01], [-0.01, -0.02, 0.00]]}


{"formula": "C2H3NS2", "method": "ωB97M-V with the def2-TZVPD basis set", "lumo_energy_ev": -1.72, "de_lowest_ev": 0.314, "gap_ha": 0.269, "total_charge": 0, "energy_ha": -929.105777, "elements": ["C", "C", "H", "H", "H", "N", "S", "S"], "positions_angstrom": [[-0.566, 0.075, 0.006], [0.393, 0.239, -1.040], [-0.553, -0.529, 1.905], [0.995, -0.125, 1.301], [-0.085, 0.763, -1.928], [0.028, -0.294, 1.139], [-2.147, 0.188, -0.185], [1.936, -0.315, -1.196]], "forces_ev_per_a": [[1.45, -0.80, 1.83], [1.21, 0.92, -4.14], [-0.37, -0.06, 0.75], [0.62, -0.16, -0.11], [0.78, -0.58, 1.00], [-0.42, -0.07, 0.73], [-1.71, 0.19, -0.59], [-1.55, 0.56, 0.53]]}


{"formula": "C2H4O2", "method": "ωB97M-V with the def2-TZVPD basis set", "lumo_energy_ev": 1.10, "de_lowest_ev": 1.624, "gap_ha": 0.426, "total_charge": 0, "energy_ha": -229.046877, "elements": ["O", "C", "C", "O", "H", "H", "H", "H"], "positions_angstrom": [[-1.235, 0.221, -0.293], [-0.301, -0.809, -0.097], [1.757, 1.112, 0.076], [0.890, 1.817, 0.292], [-0.988, 0.996, 0.226], [-0.311, -1.196, 0.933], [-0.559, -1.597, -0.801], [0.748, -0.543, -0.336]], "forces_ev_per_a": [[0.01, 0.21, 0.01], [0.20, -0.47, -0.05], [-0.55, 1.26, 0.33], [1.19, -0.45, -0.15], [-0.07, -0.25, -0.09], [-0.06, -0.01, -0.20], [-0.12, -0.14, 0.16], [-0.60, -0.16, 0.00]]}